C33H25MoN5P | the ωB97M-V functional and the def2-TZVPD basis

The energy above the lowest of the compared OMol25 structures with the same formula, charge and spin is 0.000 eV. For the energy, the calculation gives -1954.86688 Eh. Its orbital gap (alpha / beta) is 5.10 / 5.60 eV. The LUMO energy (alpha / beta) comes out at -11.6 / -11.1 eV. As for the highest occupied orbital energy (alpha / beta): -16.71 / -16.71 eV. As for the expectation value of S²: 2.025.

The geometry in ORCA input format:
```
! RIJCOSX wB97M-V def2-TZVPD def2/J DEFGRID3
* xyz 3 3
H -0.17 0.48 4.32
C -1.81 2.06 -0.62
C 3.29 0.95 -1.00
H 1.75 4.94 -3.17
C 1.93 4.80 -2.11
C 0.32 3.10 2.41
C -0.97 -3.10 0.05
H -2.08 2.29 0.40
H 3.01 -2.23 -0.15
C -1.40 0.77 -0.98
N -0.08 -2.88 1.05
C 0.46 -3.94 1.72
C 2.98 -1.17 -0.33
C -4.85 0.28 2.16
C 2.69 7.12 -1.98
H -1.01 -6.47 0.06
H 2.65 4.34 1.67
H -1.48 -1.43 2.97
H 3.09 6.51 0.58
C -1.04 0.48 -2.31
N -1.48 -1.97 -0.56
H -5.40 -0.26 4.15
H 1.29 2.76 -2.10
C 1.69 3.58 -1.51
C -2.62 -0.33 1.48
H 4.58 -0.74 -1.73
H -0.91 1.25 -4.30
C -2.41 -0.91 2.73
C -1.15 1.47 -3.27
N 2.00 -0.36 0.29
C -0.16 2.58 3.60
H -3.23 -1.34 4.66
C 2.22 0.97 -0.14
H -2.02 -4.55 -1.13
H -2.24 4.04 -1.33
C -0.75 -5.45 0.34
H 3.76 1.82 -1.44
H 1.14 -3.71 2.53
C 2.41 4.48 0.62
H -0.71 -0.51 -2.59
H -0.63 3.12 4.41
C -4.62 -0.28 3.40
C 1.90 3.42 -0.13
N 2.90 8.13 -2.49
C -1.90 3.04 -1.60
H 0.29 4.13 2.10
H -2.19 -2.11 -1.26
C 2.43 5.86 -1.35
H -5.80 0.74 1.94
C -3.40 -0.89 3.70
H -1.69 3.51 -3.68
P -1.34 -0.49 0.25
C -3.85 0.26 1.19
N 0.70 0.85 2.41
C 0.89 2.04 1.66
C 2.68 5.69 0.01
H -4.04 0.70 0.21
C 0.08 1.21 3.56
H 0.60 -6.05 1.94
C 3.75 -0.40 -1.13
C 1.62 2.12 0.48
C 0.16 -5.23 1.40
C -1.31 -4.39 -0.33
C -1.59 2.74 -2.92
Mo 0.70 -0.98 1.50
*
```

=====

C4H5NO | the ωB97M-V functional and the def2-TZVPD basis

The energy above the lowest of the compared OMol25 structures with the same formula, charge and spin is 6.283 eV. For the energy, the calculation gives -285.18369 Eh. Its orbital gap is 9.42 eV. The LUMO energy comes out at -0.2 eV. As for the highest occupied orbital energy: -9.63 eV.

The geometry in ORCA input format:
```
! RIJCOSX wB97M-V def2-TZVPD def2/J DEFGRID3
* xyz 0 1
C -0.16 0.25 -0.15
N 1.12 2.76 -0.53
H -1.35 -1.49 0.54
C 0.88 1.60 -0.53
C -1.50 -0.47 0.16
H 1.67 -0.17 0.92
O 1.28 -0.17 -1.10
H -2.10 0.06 0.91
H 0.87 -1.59 0.32
H -2.06 -0.52 -0.75
C 0.97 -0.53 0.22
*
```

=====

CH4NO3PS | the ωB97M-V functional and the def2-TZVPD basis

The energy above the lowest of the compared OMol25 structures with the same formula, charge and spin is 2.742 eV. For the energy, the calculation gives -1060.45162 Eh. Its orbital gap is 10.02 eV. The LUMO energy comes out at 0.5 eV. As for the highest occupied orbital energy: -9.57 eV.

The geometry in ORCA input format:
```
! RIJCOSX wB97M-V def2-TZVPD def2/J DEFGRID3
* xyz 0 1
O 1.41 -0.04 0.99
H -1.24 -1.28 0.38
H -3.00 0.20 0.17
O -0.71 1.09 0.87
H 0.87 -0.88 -0.78
C 0.66 1.02 0.57
P -1.61 0.02 -0.06
H 2.37 -1.25 -0.27
N 1.41 -1.10 0.06
O 1.12 1.92 0.01
S -1.28 0.30 -1.95
*
```

=====

C28H44FN5O7Y | the ωB97M-V functional and the def2-TZVPD basis

The energy above the lowest of the compared OMol25 structures with the same formula, charge and spin is 0.800 eV. For the energy, the calculation gives -2031.30923 Eh. Its orbital gap is 8.45 eV. The LUMO energy comes out at -7.0 eV. As for the highest occupied orbital energy: -15.50 eV.

The geometry in ORCA input format:
```
! RIJCOSX wB97M-V def2-TZVPD def2/J DEFGRID3
* xyz 3 1
C -2.38 1.43 5.04
H -2.50 0.52 5.64
H 8.05 -1.84 -2.40
H 5.89 -1.99 -3.60
C 2.39 -0.53 -0.27
H 0.39 4.67 -4.54
C -1.16 -2.98 2.49
H 5.43 -0.08 -4.86
C 2.95 0.89 -2.56
O -2.98 1.29 0.01
H -4.10 -4.54 -1.01
H -1.34 -3.88 3.07
O -3.19 -1.16 1.06
H -0.29 1.69 5.55
C 3.91 -0.02 -2.11
H -0.82 2.57 4.10
H 7.51 -0.38 -1.56
H -5.42 -4.00 0.02
H -1.74 -3.02 1.57
C -6.68 -1.81 0.33
C 7.41 -0.97 -2.47
H -6.50 -1.93 -0.73
N 5.09 -0.23 -2.80
H 7.83 -0.68 -4.48
C -2.79 -2.38 -1.31
O -0.19 -0.18 0.92
C 5.49 0.55 -3.96
C 2.21 3.85 -3.55
C -3.93 2.46 3.54
C -1.87 1.76 0.28
H -2.04 -3.12 -1.02
H 0.89 -0.90 3.77
H 2.82 3.97 -4.43
H -6.44 -1.31 2.85
N -4.02 -2.52 -0.54
H -3.27 3.32 3.42
H -0.98 3.01 -2.14
C -0.97 -1.68 4.50
H 5.68 -2.05 -1.87
C -4.21 -1.73 0.53
H 2.73 4.00 -2.61
H -3.03 -2.53 -2.36
H -7.34 -0.95 0.46
C 5.96 -1.40 -2.68
N 0.84 2.05 -2.37
C -4.80 -3.72 -0.83
H -4.46 2.28 2.60
N 7.84 -0.12 -3.62
C -0.32 2.26 -1.72
H -2.74 2.27 5.63
C 0.77 4.28 -3.61
H -1.74 -1.45 5.23
H -0.50 -2.62 4.78
F 4.48 -1.50 -0.30
Y -2.06 0.21 2.03
H 0.46 -0.35 5.40
H -2.38 -1.38 -1.19
C -5.62 -0.85 2.31
H -5.85 0.20 2.15
H 8.81 0.20 -3.50
H 7.00 1.66 -2.88
H 2.20 -1.08 0.64
N -5.43 -1.55 1.05
H 3.14 1.46 -3.46
H -4.65 2.64 4.34
C 1.12 2.82 -3.57
C 0.17 0.54 -0.08
O -3.17 1.27 3.85
H 7.23 1.65 -4.64
H -4.73 -0.94 2.94
C 1.42 0.36 -0.75
C -0.92 1.64 4.67
H -5.42 -3.60 -1.71
O -1.58 2.12 1.48
H -0.10 -2.88 2.25
C -0.67 1.57 -0.60
C 0.07 -0.58 4.41
C 6.92 1.05 -3.78
H 0.35 4.73 -2.73
H -7.18 -2.69 0.73
C 3.58 -0.69 -0.90
H 0.98 2.24 -4.48
H 4.85 1.41 -4.13
O -0.47 0.60 3.78
O -1.63 -1.83 3.23
C 1.74 1.12 -1.90
*
```